This record from OMol25 describes a single C4H8N2O molecule. The level of theory is the ωB97M-V functional and the def2-TZVPD basis.

```
15
C4H8N2O (the ωB97M-V functional and the def2-TZVPD basis)
C 0.12554 0.53015 -1.98750
C -0.55022 0.24592 -0.67055
C -0.55414 -1.17439 -0.27760
N 0.54393 -0.36031 0.30649
C 0.57063 0.27981 1.58901
O 1.63090 0.65156 2.03365
N -0.66951 0.40198 2.14053
H 0.88259 -0.21772 -2.30256
H -0.65029 0.55483 -2.75835
H 0.61212 1.51231 -1.98793
H -1.25270 -1.54771 0.47315
H -0.15108 -1.96458 -0.92542
H 1.48427 -0.56400 -0.02542
H -1.36489 0.66085 1.43258
H -0.65717 0.99130 2.95993
```

The energy above the lowest of the compared OMol25 structures with the same formula, charge and spin is 3.454 eV. The electronic energy comes out at -341.87671 Ha. The value obtained for the orbital gap is 0.324 hartree.

=====

This record from OMol25 describes a single C4H10OS4 molecule in a non-equilibrium geometry. The level of theory is the ωB97M-V functional and the def2-TZVPD basis.

```
19
C4H10OS4 (the ωB97M-V functional and the def2-TZVPD basis)
C -0.81513 2.01812 0.29061
C -0.77999 0.87199 -0.62722
O -2.05490 0.66786 -1.32760
C -0.42132 -0.53226 0.04421
S -0.88272 -1.95601 -1.02633
C 1.26295 -0.95458 0.63137
S 2.32594 -0.85593 -0.74715
S 1.80721 0.08905 2.05492
S 1.05484 -2.67145 1.33513
H -0.95730 2.88159 -0.32146
H -1.80616 1.88625 0.86471
H 0.03854 2.08377 0.90519
H -0.04799 1.09501 -1.51237
H -2.47241 0.01493 -0.70389
H -1.06690 -0.67080 0.91826
H -1.36466 -1.10351 -2.01041
H 1.35015 -0.94586 -1.74254
H 2.58362 0.87259 1.26548
H 2.24624 -2.79076 1.70909
```

The energy above the lowest of the compared OMol25 structures with the same formula, charge and spin is 0.000 eV. The electronic energy comes out at -1826.31217 Ha. The structure (SMILES) is C[C@H](O)[C@@H](S)C(S)(S)S. The value obtained for the orbital gap is 0.346 hartree.

=====

Q: Look up the orbital gap of the second one.
A: 0.346 hartree